1.
C5H14N2 | ωB97M-V/def2-TZVPD

The maximum force is 0.113 Eh/bohr. Its total charge is 0. The value obtained for the electronic energy is -8389.6943 eV. The HOMO energy is -0.301 Eh. As for the frontier orbital gap: 0.34176 Ha. As for the SMILES: C[C@H](N)CN(C)C.

Element x y z (Å)
N1 2.3638 -0.6659 -0.7132
C1 1.0312 -0.7840 -0.1460
C2 0.9855 -1.4871 1.1957
C3 0.4227 0.6138 -0.3495
N2 -1.0277 0.4367 0.0570
C4 -1.9055 0.3313 -1.1776
C5 -1.5842 1.4760 0.9980
H1 2.8793 0.0856 -0.7513
H2 2.8903 -1.4559 -0.7410
H3 0.4436 -1.4740 -0.8888
H4 0.0970 -1.6694 1.6245
H5 1.4844 -2.4529 0.9523
H6 1.4889 -0.8936 1.9682
H7 0.9060 1.3663 0.3411
H8 0.6920 0.8900 -1.5154
H9 -1.6046 -0.5662 -1.6963
H10 -1.5733 1.1189 -1.8669
H11 -2.9059 0.2283 -0.7054
H12 -0.8929 1.5132 1.8510
H13 -1.5548 2.2920 0.3325
H14 -2.6357 1.0968 1.2309

Atoms 1-6, force components in eV/Å:
-4.1 -3.4 0.1
-0.4 0.1 -2.6
3.6 0.6 -1.3
-0.8 -0.3 0.1
0.4 0.0 -1.2
1.7 -0.2 2.3

2.
CH7N2 | ωB97M-V/def2-TZVPD

The maximum force is 0.075 Eh/bohr. Its total charge is +1. The value obtained for the electronic energy is -4122.4809 eV. The HOMO energy is -0.584 Eh. As for the frontier orbital gap: 0.36273 Ha.

Element x y z (Å)
N1 -1.8970 0.1501 0.3240
H1 -2.5427 0.9470 0.3683
H2 -2.0200 -0.4359 1.1424
H3 -2.4016 -0.3045 -0.4492
H4 -0.0910 0.2340 0.2572
C1 1.3952 -0.1946 -0.8431
N2 0.9676 0.0142 0.3620
H5 1.1472 0.6944 -1.4602
H6 2.3247 -0.7354 -1.0153
H7 1.4156 -0.1212 1.2606

Atoms 1-6, force components in eV/Å:
-0.6 0.3 -1.2
0.7 0.2 0.9
-0.4 0.1 0.1
0.7 -0.6 0.3
0.2 1.0 1.2
2.4 2.3 2.0

Calculated relative energy (zero: lowest compared OMol25 entry of this formula, charge and spin) in order - 2.925; 1.431 eV